Record 1
{
  "formula": "C6H11P",
  "method": "ωB97M-V/def2-TZVPD",
  "elements": ["C", "C", "C", "C", "C", "C", "P", "H", "H", "H", "H", "H", "H", "H", "H", "H", "H", "H"],
  "positions_angstrom": [[-0.605556, -1.533020, -1.987907], [2.397171, -1.580070, 1.256038], [0.551715, -0.838911, -1.762631], [1.665552, -0.486453, 1.312728], [-1.074839, 2.101075, 0.629047], [-1.038540, 0.860255, -0.218194], [0.687132, 0.629783, -0.818516], [-0.796602, -2.461609, -2.463169], [-1.585769, -1.160464, -1.635782], [2.564627, -2.075613, 2.110792], [2.890205, -1.966329, 0.350225], [1.416797, -0.984699, -2.375561], [1.221735, 0.196130, 2.095502], [-1.081523, 1.926765, 1.781015], [-0.312704, 2.792032, 0.338333], [-2.077467, 2.724833, 0.563461], [-1.717478, 0.945343, -1.129235], [-1.228885, -0.003381, 0.342102]],
  "forces_ev_per_a": [[0.129, 1.646, 1.103], [-0.639, 2.160, -2.842], [-2.338, -1.356, -1.133], [-1.744, 2.236, -2.243], [-3.087, 1.531, 2.432], [0.163, 0.820, -1.425], [1.433, 0.172, 2.180], [0.791, -0.648, -1.042], [0.851, -0.076, 0.403], [0.965, -1.845, 3.180], [-0.692, 0.170, 0.299], [0.656, -0.950, 0.053], [0.652, -1.514, -0.654], [0.622, 0.015, -2.008], [0.620, 0.519, 0.152], [1.758, -1.347, -0.309], [0.832, -0.226, 1.161], [-0.971, -1.307, 0.696]],
  "gap_ha": [0.2857, 0.2857],
  "de_lowest_kj_mol": 346.67,
  "total_energy_ha": -576.3856,
  "total_charge": 0
}

---

Record 2
{
  "formula": "C21H28B3F3O4",
  "method": "ωB97M-V/def2-TZVPD",
  "elements": ["C", "O", "C", "C", "C", "C", "B", "O", "B", "O", "B", "C", "C", "C", "F", "C", "F", "F", "O", "H", "H", "H", "H", "H", "H", "H", "H", "H", "H", "H", "H", "H", "H", "H", "H", "C", "C", "C", "C", "C", "C", "H", "H", "H", "H", "H", "H", "C", "C", "C", "C", "C", "C", "H", "H", "H", "H", "H", "H"],
  "positions_angstrom": [[-3.921716, -0.909685, -0.191254], [-3.909366, -0.941946, 1.233819], [-2.685988, -0.487826, 1.779280], [-2.583197, 1.056068, 1.870416], [-1.836107, 1.635396, 0.671323], [-1.553475, 3.153503, 0.776737], [-0.323701, 3.466975, 1.690796], [-0.423461, 4.080887, 2.941138], [-0.165560, 3.063987, 3.834376], [0.560787, 1.953475, 3.426662], [1.353080, 2.173541, 2.296157], [2.725225, 1.393731, 2.166733], [2.998571, 0.733851, 0.791793], [1.835911, 0.009393, 0.207665], [1.127309, -0.864175, 0.950809], [1.466191, 0.167475, -1.050977], [2.308238, 0.093633, -2.028371], [0.264402, 0.393393, -1.465535], [0.979519, 3.083644, 1.336260], [-4.320918, 0.053682, -0.518415], [-4.604913, -1.703370, -0.497177], [-2.941577, -1.135892, -0.618267], [-2.620935, -0.888374, 2.791643], [-1.823316, -0.885493, 1.232301], [-2.084253, 1.257665, 2.823671], [-3.592999, 1.457988, 1.970822], [-0.872739, 1.137012, 0.578216], [-2.433483, 1.461943, -0.221040], [-1.285457, 3.503596, -0.228914], [-2.434454, 3.733784, 1.054394], [-0.614322, 3.167472, 4.924585], [2.733317, 0.611905, 2.924024], [3.521493, 2.124021, 2.324645], [3.429197, 1.410702, 0.060349], [3.781637, -0.020105, 0.964197], [7.914956, 2.582433, -0.112329], [8.297201, 3.325536, -1.220676], [7.744593, 3.052748, -2.464608], [6.802433, 2.042188, -2.599218], [6.417418, 1.301565, -1.490480], [6.976528, 1.568725, -0.247563], [8.348637, 2.793232, 0.857165], [9.027459, 4.117974, -1.115055], [8.047914, 3.628585, -3.329851], [6.368190, 1.832129, -3.568556], [5.681024, 0.513728, -1.595071], [6.679691, 0.986518, 0.616333], [-4.963858, -5.241663, -3.063643], [-6.175270, -5.852619, -3.356311], [-7.072892, -6.138786, -2.336899], [-6.762832, -5.805816, -1.025404], [-5.552826, -5.191873, -0.732918], [-4.651744, -4.913547, -1.751411], [-4.262396, -5.021024, -3.858525], [-6.419981, -6.106553, -4.380115], [-8.015259, -6.620921, -2.564658], [-7.464984, -6.024898, -0.230867], [-5.311414, -4.930416, 0.289921], [-3.705527, -4.439101, -1.522124]],
  "forces_ev_per_a": [[-0.672, -0.301, 0.584], [0.647, -0.254, -0.368], [-0.181, 0.587, 0.565], [0.205, -0.791, -0.004], [-0.251, 0.744, 0.589], [0.269, 0.305, -0.403], [0.046, 1.146, -0.694], [-0.336, -0.990, -0.142], [-0.258, 0.382, 0.577], [-0.045, 0.725, -0.161], [1.338, -0.590, -0.232], [-0.891, -0.036, -0.593], [1.218, -1.834, 0.496], [0.681, 0.251, -0.088], [-0.941, 0.837, 1.157], [-0.012, -0.156, 0.913], [1.148, 1.409, -1.443], [-1.682, -1.012, -0.885], [-0.942, -0.593, 0.498], [0.233, -0.020, -0.325], [-0.068, 0.123, -0.149], [0.062, 0.235, 0.014], [-0.192, -0.132, -0.024], [-0.065, -0.056, -0.136], [0.183, 0.263, -0.152], [-0.017, 0.066, -0.118], [-0.060, -0.254, -0.211], [0.173, -0.177, -0.159], [0.054, -0.030, 0.020], [-0.084, -0.170, 0.181], [0.182, -0.189, 0.182], [0.277, 0.153, 0.167], [0.123, -0.155, 0.281], [-0.333, 0.254, -0.091], [0.226, 0.246, 0.125], [-0.003, 0.007, 0.010], [0.016, 0.005, -0.007], [-0.006, 0.006, 0.004], [0.001, 0.012, -0.012], [-0.031, -0.028, 0.033], [-0.036, 0.000, -0.006], [-0.002, -0.002, -0.012], [-0.002, -0.014, -0.003], [-0.009, 0.001, 0.011], [0.004, -0.002, 0.011], [0.016, 0.001, -0.004], [0.002, 0.004, -0.008], [0.007, 0.009, -0.003], [-0.003, -0.013, -0.017], [-0.006, 0.008, 0.004], [-0.009, -0.006, -0.007], [0.010, 0.006, 0.037], [0.007, 0.022, -0.005], [-0.008, -0.005, 0.007], [0.006, -0.005, 0.013], [0.005, 0.013, 0.000], [0.010, 0.002, -0.006], [0.001, -0.001, -0.013], [-0.009, -0.003, 0.002]],
  "gap_ha": 0.3361,
  "total_energy_ha": -1492.2788,
  "total_charge": 0
}

---

Record 3
{
  "formula": "C19H20F2N2O6",
  "method": "ωB97M-V/def2-TZVPD",
  "elements": ["C", "C", "O", "C", "O", "C", "C", "C", "O", "C", "C", "N", "C", "O", "C", "C", "C", "C", "O", "C", "C", "C", "C", "F", "C", "F", "C", "O", "N", "H", "H", "H", "H", "H", "H", "H", "H", "H", "H", "H", "H", "H", "H", "H", "H", "H", "H", "H", "H"],
  "positions_angstrom": [[2.510844, 2.886782, 0.078268], [3.734282, 2.350275, 0.805485], [3.757762, 0.921299, 0.789215], [4.480539, 0.328520, -0.168184], [5.140268, 0.913214, -0.982644], [4.368846, -1.177933, -0.072279], [3.072521, -1.675462, -0.737282], [2.944386, -3.199030, -0.585222], [2.737057, -3.569921, 0.755244], [1.546412, -3.003950, 1.251047], [1.583425, -1.472484, 1.188808], [1.886939, -1.057147, -0.162737], [1.216367, -0.160076, -0.912306], [1.576480, 0.144521, -2.039597], [-0.019599, 0.480374, -0.383647], [-0.832507, 1.307276, -1.206480], [-1.832689, 1.716969, -0.373743], [-3.013762, 2.611782, -0.589453], [-4.105440, 2.310579, 0.246235], [-4.709154, 1.097857, 0.136376], [-5.738949, 0.848728, 1.046109], [-6.423652, -0.346836, 1.022732], [-6.089247, -1.315884, 0.090388], [-6.754912, -2.484098, 0.071892], [-5.069269, -1.071466, -0.815064], [-4.728671, -1.997794, -1.726313], [-4.377150, 0.128165, -0.802717], [-1.636902, 1.185443, 0.842638], [-0.523693, 0.424959, 0.826302], [2.502239, 2.528794, -0.948775], [1.602822, 2.554187, 0.575785], [2.536842, 3.972754, 0.074331], [4.650356, 2.718822, 0.333052], [3.718600, 2.631450, 1.861201], [4.388218, -1.488683, 0.972216], [5.215946, -1.616067, -0.599263], [3.089106, -1.407400, -1.798789], [3.862144, -3.694079, -0.904784], [2.107206, -3.551736, -1.207232], [1.452815, -3.339817, 2.284520], [0.687714, -3.373714, 0.669621], [0.626318, -1.054984, 1.494733], [2.363010, -1.094191, 1.857890], [-0.667013, 1.534308, -2.237220], [-2.744698, 3.641186, -0.326292], [-3.296489, 2.586091, -1.650504], [-5.982338, 1.612574, 1.765645], [-7.218918, -0.547045, 1.722219], [-3.594436, 0.262907, -1.531412]],
  "forces_ev_per_a": [[0.271, -0.309, 0.140], [0.099, 0.588, -0.152], [-0.236, -0.120, 0.290], [0.305, -0.448, -0.019], [0.021, 0.129, -0.170], [-0.205, 0.199, -0.097], [0.303, -0.339, -0.248], [0.028, 0.241, -0.287], [0.162, -0.123, 0.125], [-0.205, 0.356, 0.127], [-0.148, -0.420, 0.364], [0.000, -0.138, -0.165], [0.342, -0.333, 0.086], [-0.195, 0.250, -0.096], [-0.916, 0.638, 0.084], [-0.482, 0.166, 0.535], [0.654, -0.275, -0.715], [0.072, 0.166, 0.090], [0.036, 0.148, 0.101], [-0.367, -0.496, 0.025], [0.227, 0.185, -0.109], [0.153, -0.146, -0.244], [0.085, 0.025, -0.071], [0.118, 0.053, -0.088], [-0.160, -0.030, 0.141], [-0.138, 0.051, 0.165], [0.000, 0.149, 0.021], [-0.528, 0.493, -0.130], [0.770, -0.542, 0.127], [-0.019, 0.013, -0.110], [-0.120, 0.022, 0.033], [-0.026, 0.133, 0.003], [-0.142, -0.041, 0.177], [0.048, -0.056, -0.125], [0.063, 0.010, -0.014], [-0.021, 0.049, 0.048], [0.009, -0.124, 0.220], [-0.045, 0.048, -0.062], [0.081, 0.031, 0.033], [-0.069, 0.053, -0.055], [0.042, 0.018, 0.054], [0.257, -0.187, 0.084], [-0.091, 0.002, 0.022], [0.005, 0.060, -0.253], [-0.052, -0.177, -0.121], [0.074, -0.012, 0.129], [-0.041, 0.091, 0.103], [-0.091, -0.043, 0.068], [0.072, -0.009, -0.066]],
  "gap_ha": 0.3478,
  "smiles": "CCOC(=O)C[C@H]1COCCN1C(=O)c1cc(COc2ccc(F)c(F)c2)on1",
  "de_lowest_kj_mol": 282.57,
  "total_energy_ha": -1496.6592,
  "total_charge": 0
}